# C7H10N2S

One molecule with the formula C7H10N2S in a non-equilibrium geometry (ωB97M-V with the def2-TZVPD basis set, the OMol25 dataset).

Geometry as XYZ:
```
20
Properties=species:S:1:pos:R:3
C 0.708 -1.581 -2.594
N 0.274 -0.906 -1.597
N 0.959 -0.385 -0.559
C 2.306 -0.574 -0.354
C 2.735 -0.250 0.919
S 1.325 -0.003 1.976
C 0.194 0.057 0.514
C -1.003 0.560 0.650
C -1.503 1.161 1.998
C -2.136 0.634 -0.346
H 0.036 -1.753 -3.427
H 1.782 -1.862 -2.757
H 3.049 -0.902 -1.044
H 3.756 -0.133 1.331
H -2.625 1.118 1.861
H -0.962 0.707 2.793
H -1.420 2.299 2.112
H -2.608 1.667 -0.235
H -1.910 0.224 -1.328
H -2.957 -0.078 0.087
```

Energy above the lowest of the compared OMol25 structures with the same formula, charge and spin, kJ/mol: 284.1
Lowest unoccupied orbital energy, hartree: 0.0311
SMILES string: C=NN1C=CSC1=C(C)C
HOMO-LUMO gap, eV: 7.854



# CH6S3

A 2-piece molecular cluster, CH6S3 overall in a non-equilibrium geometry (ωB97M-V with the def2-TZVPD basis set, the OMol25 dataset).

Geometry as XYZ:
```
10
Properties=species:S:1:pos:R:3
S 0.317 -2.898 -0.654
H -0.797 -2.156 -0.791
H 1.246 -2.004 -0.995
C -0.930 0.902 0.899
S -0.564 0.758 -0.973
S 1.557 0.497 -0.642
H -0.516 0.198 1.651
H -0.389 1.725 1.292
H -1.933 1.209 0.872
H 2.010 1.769 -0.658
```

Multiplicity: 2
Energy above the lowest of the compared OMol25 structures with the same formula, charge and spin, kJ/mol: 153.1
Lowest unoccupied orbital energy (alpha / beta), hartree: -0.2175 / -0.3447
Net charge: +1
HOMO-LUMO gap (alpha / beta), eV: 7.673 / 4.096
Expectation value of S²: 0.75



# C5H28O10

A 11-piece molecular cluster, C5H28O10 overall in a non-equilibrium geometry (ωB97M-V with the def2-TZVPD basis set, the OMol25 dataset).

Geometry as XYZ:
```
43
Properties=species:S:1:pos:R:3
C 0.939 -1.775 2.852
C 0.854 -0.599 3.435
C 0.262 0.529 2.574
C 0.120 1.817 3.288
C -0.225 2.931 2.628
H 1.347 -2.680 3.236
H 0.610 -1.915 1.790
H 1.254 -0.253 4.372
H 0.904 0.529 1.721
H -0.676 0.233 2.087
H 0.287 1.795 4.287
H -0.323 3.786 2.967
H -0.191 2.940 1.458
O 0.733 -1.966 -1.724
H 0.228 -1.211 -2.078
H 0.807 -2.624 -2.294
O -0.042 1.387 -1.194
H 0.130 2.340 -1.494
H -0.977 1.184 -1.274
O 3.940 2.275 0.172
H 4.539 1.649 -0.315
H 3.535 2.577 -0.624
O -2.612 -0.868 2.549
H -1.643 -1.131 2.493
H -2.834 -0.063 3.024
O 4.077 -1.357 -1.142
H 3.633 -2.184 -0.699
H 3.496 -1.246 -2.053
O -3.595 2.431 -1.421
H -4.114 1.842 -0.771
H -2.640 2.212 -1.317
O -1.531 -0.032 -3.438
H -2.128 -0.406 -2.812
H -1.614 0.845 -3.186
O -1.986 -3.225 -1.965
H -1.775 -3.011 -1.012
H -1.739 -2.416 -2.353
O 1.841 0.211 -2.781
H 2.433 0.287 -2.010
H 1.405 1.052 -2.777
O -2.219 -1.195 -0.244
H -1.591 -1.786 0.091
H -2.907 -1.032 0.388
```

Energy above the lowest of the compared OMol25 structures with the same formula, charge and spin, kJ/mol: 496.3
Lowest unoccupied orbital energy, hartree: -0.0130
SMILES string: C=CCC=C.O.O.O.O.O.O.O.O.O.O
HOMO-LUMO gap, eV: 9.191



# C5H16AuN5O2S

C5H16AuN5O2S as an isolated structure (ωB97M-V with the def2-TZVPD basis set, the OMol25 dataset).

Geometry as XYZ:
```
30
Properties=species:S:1:pos:R:3
Au 0.646 1.156 0.101
N 1.389 2.322 -1.468
C 1.714 3.684 -0.925
C 0.614 4.098 0.030
N 0.453 3.028 1.062
H 2.211 1.908 -1.907
H 0.681 2.389 -2.200
H 1.817 4.398 -1.741
H 2.674 3.611 -0.413
H -0.338 4.199 -0.491
H 0.846 5.053 0.499
H -0.445 3.110 1.539
H 1.165 3.107 1.788
O -2.014 0.218 0.686
N -1.434 -0.051 1.683
O -0.141 0.251 1.713
C -1.550 -3.963 -1.096
N -0.975 -2.614 -1.228
C -0.085 -2.043 -0.444
S 0.854 -0.738 -1.197
N 0.208 -2.439 0.776
C -0.616 -3.273 1.667
H -1.834 -4.291 -2.091
H -2.431 -3.963 -0.460
H -0.799 -4.645 -0.707
H -1.181 -2.115 -2.081
H 1.018 -2.004 1.190
H -1.669 -3.061 1.503
H -0.364 -3.001 2.688
H -0.414 -4.331 1.523
```

Lowest unoccupied orbital energy, hartree: -0.3227
Net charge: +2
HOMO-LUMO gap, eV: 8.067



# C2H6N2

One molecule with the formula C2H6N2 in a non-equilibrium geometry (ωB97M-V with the def2-TZVPD basis set, the OMol25 dataset).

Geometry as XYZ:
```
10
Properties=species:S:1:pos:R:3
N -1.634 0.204 0.917
C -0.496 0.361 0.099
C 0.550 -0.449 0.033
N 1.686 -0.153 -0.816
H -1.576 -0.664 1.438
H -2.477 0.140 0.359
H -0.484 1.265 -0.485
H 0.676 -1.412 0.518
H 1.398 0.253 -1.691
H 2.357 0.456 -0.372
```

Energy above the lowest of the compared OMol25 structures with the same formula, charge and spin, kJ/mol: 124.5
Lowest unoccupied orbital energy, hartree: 0.0450
SMILES string: N/C=C/N
HOMO-LUMO gap, eV: 9.612



# C8H7NO

C8H7NO as an isolated structure in a non-equilibrium geometry (ωB97M-V with the def2-TZVPD basis set, the OMol25 dataset).

Geometry as XYZ:
```
17
Properties=species:S:1:pos:R:3
C 3.003 -0.773 0.180
C -2.184 0.196 -0.126
C -1.133 1.037 0.053
C 1.663 -1.124 -0.134
C 2.502 0.383 -0.100
C 0.491 -0.649 0.095
C -2.158 -1.268 -0.034
C 1.515 1.432 0.067
N 0.168 0.629 0.103
O -0.896 -1.819 0.085
H 3.989 -1.204 0.061
H -3.268 0.533 -0.193
H -1.312 2.059 0.004
H -2.884 -1.553 0.716
H -2.506 -1.813 -1.016
H 1.665 1.895 1.049
H 1.346 2.041 -0.811
```

Energy above the lowest of the compared OMol25 structures with the same formula, charge and spin, kJ/mol: 790.4
Lowest unoccupied orbital energy, hartree: 0.0053
HOMO-LUMO gap, eV: 7.289



# C3H7NOS2

A 2-piece molecular cluster, C3H7NOS2 overall in a non-equilibrium geometry (ωB97M-V with the def2-TZVPD basis set, the OMol25 dataset).

Geometry as XYZ:
```
14
Properties=species:S:1:pos:R:3
C 1.422 -0.009 -0.400
C -0.602 0.217 1.610
C -0.661 0.149 0.111
N 1.503 -1.022 -1.219
O 2.134 0.809 0.080
S -1.471 -1.325 -0.539
S -1.226 1.653 -0.705
H 0.145 0.958 1.903
H -0.304 -0.754 2.006
H -1.564 0.499 2.043
H 0.649 -1.513 -1.463
H 2.375 -1.335 -1.627
H -2.258 -0.697 -1.411
H -0.143 2.370 -0.390
```

Energy above the lowest of the compared OMol25 structures with the same formula, charge and spin, kJ/mol: 175.3
Lowest unoccupied orbital energy, hartree: 0.0193
HOMO-LUMO gap, eV: 8.548



# C54H44O40

A 13-piece molecular cluster, C54H44O40 overall in a non-equilibrium geometry (ωB97M-V with the def2-TZVPD basis set, the OMol25 dataset).

Geometry as XYZ:
```
138
Properties=species:S:1:pos:R:3
C -1.006 -7.949 5.802
C -2.184 -7.511 5.188
C -3.391 -7.216 5.972
O -4.385 -6.636 5.589
C -3.304 -7.431 7.473
C -2.180 -7.912 7.978
C -0.855 -8.165 7.283
O 0.220 -8.469 7.771
O -1.997 -7.906 9.363
O -2.298 -7.295 3.893
H -0.244 -8.203 5.080
H -4.185 -7.150 8.031
H -1.143 -8.261 9.622
H -3.210 -7.097 3.668
C 9.201 3.455 -0.276
C 8.700 4.597 -0.723
C 7.371 5.226 -0.211
O 6.952 6.295 -0.603
C 6.665 4.333 0.701
C 7.134 3.167 1.086
C 8.512 2.663 0.742
O 8.985 1.612 1.073
O 6.433 2.354 1.875
O 9.395 5.281 -1.630
H 10.094 3.036 -0.715
H 5.740 4.591 1.195
H 6.943 1.551 2.005
H 8.951 6.087 -1.903
C 1.270 -0.101 6.862
C 2.085 0.920 6.660
C 1.704 2.249 6.025
O 2.433 3.187 5.855
C 0.265 2.334 5.664
C -0.594 1.273 5.954
C -0.164 -0.035 6.503
O -0.969 -0.936 6.713
O -1.912 1.390 5.587
O 3.373 0.950 7.049
H 1.696 -0.990 7.304
H -0.005 3.255 5.167
H -2.305 0.514 5.596
H 3.787 1.811 6.954
C -0.409 -6.161 -5.182
C 0.741 -5.811 -5.869
C 2.139 -5.844 -5.212
O 3.127 -5.642 -5.863
C 2.098 -6.164 -3.833
C 0.953 -6.522 -3.198
C -0.434 -6.581 -3.856
O -1.420 -7.033 -3.251
O 0.862 -6.697 -1.859
O 0.749 -5.435 -7.185
H -1.292 -6.131 -5.804
H 2.955 -6.028 -3.190
H 0.008 -7.102 -1.693
H 1.647 -5.160 -7.386
C 2.524 1.067 -10.360
C 3.440 1.443 -11.272
C 4.890 1.772 -10.891
O 5.766 1.811 -11.691
C 5.074 2.083 -9.447
C 4.132 1.835 -8.536
C 2.797 1.119 -8.891
O 2.047 0.844 -7.951
O 4.422 2.068 -7.201
O 3.121 1.607 -12.558
H 1.524 0.778 -10.647
H 6.020 2.425 -9.053
H 3.719 1.890 -6.572
H 3.907 1.900 -13.025
C -11.750 2.004 6.171
C -12.667 2.185 5.202
C -12.391 2.602 3.794
O -13.206 2.925 2.914
C -11.000 2.747 3.545
C -10.024 2.510 4.440
C -10.313 2.089 5.835
O -9.432 1.811 6.702
O -8.686 2.634 4.018
O -14.002 2.064 5.403
H -12.103 1.726 7.153
H -10.681 2.912 2.527
H -8.061 2.332 4.681
H -14.420 1.836 4.569
C -1.937 9.532 -0.450
C -2.611 10.526 -1.175
C -4.011 10.316 -1.688
O -4.633 11.167 -2.378
C -4.545 9.055 -1.235
C -3.883 8.058 -0.632
C -2.421 8.178 -0.140
O -1.742 7.372 0.446
O -4.513 6.899 -0.374
O -2.012 11.713 -1.475
H -0.913 9.750 -0.184
H -5.604 8.905 -1.387
H -3.823 6.312 -0.056
H -2.601 12.168 -2.082
C -0.086 -1.625 0.749
C 0.931 -0.958 0.134
C 0.717 0.252 -0.724
O 1.666 0.710 -1.425
C -0.686 0.716 -0.654
C -1.691 0.113 0.015
C -1.474 -1.146 0.733
O -2.416 -1.815 1.169
O -2.911 0.672 0.109
O 2.183 -1.433 0.111
H 0.178 -2.530 1.276
H -0.919 1.698 -1.038
H -3.495 0.029 0.519
H 2.728 -0.819 -0.387
C 10.713 -3.485 -4.126
C 9.713 -2.550 -3.990
C 8.772 -2.417 -2.888
O 7.841 -1.676 -2.825
C 8.922 -3.602 -1.943
C 9.935 -4.502 -2.065
C 10.945 -4.512 -3.113
O 11.942 -5.289 -3.220
O 10.041 -5.491 -1.198
O 9.482 -1.795 -5.064
H 11.329 -3.509 -5.013
H 8.254 -3.606 -1.095
H 10.678 -6.127 -1.532
H 8.855 -1.150 -4.727
O -5.922 -1.735 5.355
H -5.448 -2.551 5.197
H -6.069 -1.721 6.301
O -6.517 -1.433 -2.388
H -6.120 -1.913 -3.114
H -6.609 -0.537 -2.714
O -8.051 2.663 -2.516
H -7.531 3.446 -2.333
H -8.934 2.888 -2.225
O -8.248 -1.462 1.589
H -7.654 -1.544 0.842
H -7.741 -1.780 2.335
```

Lowest unoccupied orbital energy, hartree: -0.0737
HOMO-LUMO gap, eV: 7.510



no.,molar mass (g/mol),electronic energy (hartree)
1,154.2,-780.29722
2,114.3,-1235.86526
3,248.3,-959.50367
4,407.2,-1157.59974
5,58.1,-189.28214
6,133.2,-438.71297
7,137.2,-1044.83561
8,1332.9,-5093.46128